{
  "formula": "C25H45NOP2Y",
  "method": "the ωB97M-V functional and the def2-TZVPD basis",
  "elements": ["Y", "P", "P", "O", "N", "C", "C", "C", "C", "C", "C", "C", "C", "C", "C", "C", "C", "C", "C", "C", "C", "C", "C", "C", "C", "C", "C", "C", "C", "C", "H", "H", "H", "H", "H", "H", "H", "H", "H", "H", "H", "H", "H", "H", "H", "H", "H", "H", "H", "H", "H", "H", "H", "H", "H", "H", "H", "H", "H", "H", "H", "H", "H", "H", "H", "H", "H", "H", "H", "H", "H", "H", "H", "H", "H"],
  "coordinates": [[0.062, 0.006, -0.549], [0.913, -2.781, -0.422], [1.827, 2.278, 0.419], [1.029, -0.597, 3.870], [0.934, -0.302, 1.485], [3.489, 1.562, 0.744], [0.978, -0.460, 2.684], [2.120, -0.351, -3.807], [-0.136, 1.464, -4.267], [-2.027, 3.146, -0.076], [-1.034, 0.358, -4.899], [-2.915, -1.815, -1.073], [-2.526, -1.453, 2.024], [-2.394, 0.746, -0.981], [-0.099, -4.153, -1.118], [-2.829, 1.155, -2.332], [1.403, -3.557, 1.170], [-2.246, -0.412, 1.008], [-1.839, 1.572, 2.626], [-2.482, -0.562, -0.395], [1.527, 3.069, 2.049], [-0.075, -1.752, -3.975], [-2.027, 1.668, 0.054], [2.506, -2.936, -1.327], [1.281, -1.433, -4.532], [-1.956, 0.954, 1.279], [1.459, 0.372, -2.663], [0.413, 1.236, -2.882], [2.305, 3.742, -0.573], [-1.132, -0.962, -4.187], [2.473, 0.370, -4.564], [1.859, -2.368, -4.540], [-2.787, 0.312, -3.019], [0.151, 2.038, -2.160], [1.416, 4.359, -0.757], [1.806, -4.562, 0.989], [0.529, -5.021, -1.358], [3.941, 1.228, -0.200], [2.388, -2.735, -2.400], [2.337, 3.779, 2.276], [2.696, 3.414, -1.544], [2.941, -3.937, -1.177], [4.132, 2.316, 1.221], [-0.181, -2.733, -3.507], [0.527, -3.620, 1.826], [-3.857, 1.552, -2.344], [-0.692, 0.192, -5.936], [-2.151, -1.332, -3.999], [-0.719, 2.400, -4.253], [0.685, 1.675, -4.974], [2.090, 0.396, -1.745], [3.037, -0.824, -3.425], [1.176, -1.136, -5.589], [-2.557, -2.701, -0.526], [-2.095, -2.419, 1.737], [-0.623, -3.812, -2.018], [-1.761, 3.463, -1.092], [-2.121, -1.172, 3.002], [-2.051, 0.764, -4.996], [-1.155, 0.991, 3.261], [3.066, 4.340, -0.048], [-1.317, 3.601, 0.625], [-2.526, -1.872, -2.101], [2.153, -2.943, 1.678], [-1.468, 2.602, 2.571], [-3.609, -1.603, 2.160], [-2.819, 1.596, 3.130], [-0.858, -4.442, -0.377], [1.490, 2.299, 2.833], [-2.174, 1.939, -2.727], [-3.025, 3.562, 0.141], [0.565, 3.598, 2.043], [-4.017, -1.868, -1.125], [3.383, 0.694, 1.406], [3.195, -2.185, -0.916]],
  "mulliken_charge": [-0.49, 1.69, 1.33, -0.63, -0.46, -1.30, 0.65, -1.37, -1.64, -1.57, -1.60, -1.32, -1.88, 0.47, -1.41, -1.28, -1.41, 1.32, -1.79, 0.09, -1.20, -0.36, 0.63, -1.27, -1.59, 0.77, -0.09, 0.29, -1.51, -0.40, 0.50, 0.50, 0.40, 0.74, 0.37, 0.47, 0.51, 0.36, 0.10, 0.51, 0.36, 0.55, 0.46, 0.55, 0.36, 0.34, 0.67, 1.17, 0.59, 0.48, 0.49, 0.54, 0.41, 0.32, 0.26, 0.26, 0.30, 0.44, 0.32, 0.31, 0.47, 0.34, 0.03, 0.39, 0.40, 0.33, 0.30, 0.42, 0.31, 0.16, 0.33, 0.28, 0.35, 0.27, 0.29],
  "lumo_ev": -3.399,
  "relative_energy_kcal_mol": 9.9,
  "multiplicity": 1,
  "charge": 1,
  "max_force_ev_per_a": 3.42
}

{
  "formula": "C25H37BBrF2N3O11PS",
  "method": "the ωB97M-V functional and the def2-TZVPD basis",
  "elements": ["Br", "S", "P", "F", "F", "O", "O", "O", "O", "O", "O", "O", "O", "O", "O", "O", "N", "N", "N", "C", "C", "C", "C", "C", "C", "C", "C", "C", "C", "C", "C", "C", "C", "C", "C", "C", "C", "C", "C", "C", "C", "C", "C", "C", "B", "H", "H", "H", "H", "H", "H", "H", "H", "H", "H", "H", "H", "H", "H", "H", "H", "H", "H", "H", "H", "H", "H", "H", "H", "H", "H", "H", "H", "H", "H", "H", "H", "H", "H", "H", "H", "H"],
  "coordinates": [[-3.139, 2.705, 0.934], [-3.030, 0.457, -4.065], [-1.817, 0.735, 0.612], [-1.697, 5.730, 1.152], [-3.667, -4.584, 0.302], [0.307, -6.327, 1.216], [0.428, 5.808, 3.843], [-0.300, 1.560, 0.643], [-1.233, 7.022, 2.942], [-1.913, 0.863, -1.113], [1.717, 3.661, 0.226], [-1.526, -7.275, 0.307], [-0.949, 0.809, 3.423], [-0.386, 7.588, 4.958], [-3.237, -1.400, -2.022], [-1.510, -5.068, 0.748], [-4.833, -2.718, -2.678], [-3.309, 0.226, 3.183], [-4.660, -1.774, -3.623], [-1.206, 0.532, -3.864], [5.342, 2.400, -0.136], [-0.798, -6.234, 0.801], [-0.396, 6.871, 4.007], [2.013, -2.929, 0.015], [0.014, 5.129, 2.647], [-0.710, 1.806, -3.126], [0.231, 1.803, -0.616], [4.436, -2.579, -0.323], [-0.691, 6.225, 1.899], [1.905, -3.640, -1.212], [-1.133, -1.048, 0.576], [0.385, -1.164, 0.946], [-2.596, -5.308, -0.121], [-1.019, 1.843, -1.595], [3.261, -2.385, 0.453], [3.914, 2.791, -0.619], [-2.838, -6.783, 0.043], [-3.673, -0.966, -3.232], [-3.978, -2.482, -1.691], [2.857, 2.865, 0.515], [3.091, -3.830, -1.985], [4.331, -3.323, -1.533], [0.967, 3.162, -0.874], [0.791, -2.704, 0.945], [-2.013, 0.575, 2.543], [3.356, 3.352, 1.388], [1.546, 3.054, -1.817], [-0.040, -3.357, 0.628], [-3.784, 1.084, 3.466], [-0.785, 0.571, -4.894], [-3.847, -3.068, -0.772], [-2.329, -5.005, -1.136], [-3.919, -0.259, 2.527], [5.512, 1.304, -0.229], [5.240, -3.504, -2.133], [-3.488, -7.005, 0.892], [5.405, -2.168, -0.005], [0.935, -4.031, -1.556], [-1.722, -1.682, 1.289], [-3.256, -7.242, -0.851], [0.582, -0.729, 1.943], [0.399, 1.842, -3.240], [-0.654, 4.306, 2.905], [-0.830, -0.405, -3.412], [-3.119, 0.097, 0.490], [3.299, -1.816, 1.394], [1.142, -3.011, 1.956], [-1.590, 2.798, -1.469], [-0.037, 6.839, 1.273], [0.184, 3.928, -1.083], [0.869, 4.731, 2.103], [3.586, 1.981, -1.314], [3.974, 3.710, -1.234], [1.042, -0.698, 0.185], [0.868, 1.020, -1.106], [2.571, 1.849, 0.881], [-1.257, -1.515, -0.429], [3.037, -4.387, -2.932], [6.139, 2.868, -0.757], [-1.224, 0.524, 4.311], [-1.100, 2.713, -3.633], [5.563, 2.670, 0.917]],
  "mulliken_charge": [-0.58, -0.22, -0.45, -0.22, -0.37, -0.49, -0.37, 0.16, -0.35, -0.13, -0.32, -0.33, -0.65, -0.54, 0.13, -0.21, -0.48, -0.77, -0.50, -0.66, -1.08, 0.54, 0.57, 0.37, 0.47, -0.98, 0.39, -0.64, 0.32, -0.31, -0.86, 0.63, 0.29, 0.21, -0.30, -0.20, -0.50, 0.38, -0.30, -0.31, -0.64, -0.37, -0.92, 0.17, 1.18, 0.40, 0.28, -0.62, 0.23, 0.54, 0.77, 0.36, 0.24, 0.19, 0.33, 0.28, 0.39, 0.35, 0.37, 0.30, 0.06, 0.33, 0.13, 0.21, -0.17, 0.34, 0.45, 0.18, 0.22, 0.27, -0.27, 0.14, 0.30, -0.24, 0.02, 0.17, 0.19, 0.34, 0.30, 0.22, 0.31, 0.33],
  "lumo_ev": 2.101,
  "relative_energy_kcal_mol": 0.0,
  "multiplicity": 1,
  "charge": -1,
  "max_force_ev_per_a": 4.08
}

{
  "formula": "B4BrH5O6",
  "method": "the ωB97M-V functional and the def2-TZVPD basis",
  "elements": ["Br", "O", "O", "O", "O", "O", "O", "B", "B", "B", "B", "H", "H", "H", "H", "H"],
  "coordinates": [[2.986, -0.820, -0.072], [0.569, -1.525, 1.338], [-1.432, -0.769, 0.267], [0.922, 1.338, 3.229], [-1.066, 0.074, -3.500], [0.395, -1.548, -1.012], [-1.280, 1.712, -1.818], [-0.634, -0.810, 1.387], [1.159, -1.398, 0.119], [-0.719, -0.698, -0.922], [-1.046, 0.427, -2.172], [1.779, 1.028, 2.917], [-0.891, -0.215, 2.369], [-1.399, 2.258, -2.605], [-0.412, -0.605, -3.680], [1.067, 1.550, 4.156]],
  "mulliken_charge": [-0.24, -0.29, -0.42, -0.59, -0.57, -0.26, -0.44, 0.42, 0.45, 0.34, 0.45, 0.30, -0.06, 0.30, 0.31, 0.29],
  "lumo_ev": 0.331,
  "multiplicity": 1,
  "charge": 0,
  "max_force_ev_per_a": 1.00
}